Record 1
# C26H26F6O2PRuS3Sb

C26H26F6O2PRuS3Sb as an isolated structure (ωB97M-V/def2-TZVPD, the Open Molecules 2025 dataset).

Structure (XYZ):
```
66
C26H26F6O2PRuS3Sb, DFT ωB97M-V/def2-TZVPD
Ru -0.63 0.08 -0.25
C -4.02 3.54 1.17
C -3.01 3.70 0.04
S -2.36 2.23 -0.84
C -3.85 1.27 -1.28
C -4.44 0.37 -0.19
S -3.19 -0.44 0.85
C -3.70 -0.04 2.56
C -4.35 1.29 2.92
S -3.35 2.79 2.68
H -4.90 2.99 0.84
H -4.34 4.54 1.45
H -2.11 4.22 0.38
H -3.46 4.30 -0.75
H -3.51 0.66 -2.12
H -4.59 1.97 -1.64
H -4.98 -0.45 -0.68
H -5.13 0.90 0.45
H -2.79 -0.20 3.14
H -4.40 -0.84 2.82
H -4.55 1.26 3.99
H -5.31 1.43 2.41
O -0.86 1.21 1.93
C 0.10 0.61 1.58
C 1.41 0.39 2.14
C 1.78 0.83 3.41
C 3.05 0.52 3.86
C 3.92 -0.22 3.06
C 3.55 -0.64 1.79
C 2.29 -0.32 1.32
P 1.64 -0.72 -0.33
C 2.66 -2.10 -0.88
C 3.79 -1.86 -1.67
C 4.64 -2.91 -1.96
C 4.38 -4.18 -1.48
C 3.26 -4.41 -0.68
C 2.40 -3.37 -0.38
C 1.96 0.72 -1.38
C 2.11 2.01 -0.86
C 2.32 3.08 -1.71
C 2.37 2.88 -3.08
C 2.20 1.60 -3.61
C 1.99 0.52 -2.78
H 1.09 1.40 4.02
H 3.36 0.84 4.85
H 4.90 -0.47 3.44
H 4.24 -1.22 1.18
H 4.01 -0.87 -2.04
H 5.52 -2.73 -2.56
H 5.04 -5.00 -1.72
H 3.06 -5.41 -0.31
H 1.54 -3.55 0.25
H 2.11 2.17 0.21
H 2.46 4.07 -1.31
H 2.54 3.71 -3.75
H 2.24 1.45 -4.69
H 1.84 -0.47 -3.18
O -1.07 -0.16 -3.34
C -0.93 -0.05 -2.24
F -0.81 -2.19 0.70
Sb -1.47 -3.45 -0.75
F -0.41 -4.78 0.01
F -2.98 -3.59 0.35
F -2.11 -4.40 -2.20
F -2.29 -1.83 -1.51
F 0.07 -2.72 -1.67
```

## Properties
HOMO level (alpha / beta): -14.1 / -14.1 eV
Multiplicity: 5
LUMO level (alpha / beta): -7.1963 / -9.0502 eV
Charge: +2
Gap between HOMO and LUMO (alpha / beta): 6.910 / 5.039 eV

Record 2
# C26H26FNO4PdS4

C26H26FNO4PdS4 as an isolated structure (ωB97M-V/def2-TZVPD, the Open Molecules 2025 dataset).

Structure (XYZ):
```
63
C26H26FNO4PdS4, DFT ωB97M-V/def2-TZVPD
Pd -0.58 0.16 0.01
C -1.89 1.26 2.78
C -2.36 -0.10 3.29
C -3.14 -0.82 2.19
C -1.14 -0.85 3.79
C -0.92 -0.84 5.15
C 0.20 -1.42 5.72
C 1.15 -1.97 4.88
C 0.99 -1.99 3.51
C 2.12 -2.51 2.65
C 3.36 -1.63 2.80
C 2.42 -3.98 2.93
C -0.19 -1.44 2.92
N -0.34 -1.52 1.55
C -0.39 -2.72 0.96
C -0.88 -3.87 1.62
C -1.01 -5.08 0.99
C -0.63 -5.24 -0.34
C -0.13 -4.14 -1.02
C -0.01 -2.93 -0.39
F 0.54 -1.88 -1.09
H -2.71 1.79 2.28
H -1.07 1.12 2.05
H -1.51 1.87 3.60
H -3.04 0.07 4.14
H -2.55 -0.85 1.27
H -4.08 -0.30 1.98
H -3.37 -1.85 2.48
H -1.65 -0.38 5.81
H 0.35 -1.43 6.79
H 2.05 -2.40 5.31
H 1.83 -2.44 1.60
H 3.67 -1.53 3.84
H 3.14 -0.64 2.39
H 4.19 -2.04 2.22
H 2.73 -4.13 3.97
H 3.22 -4.34 2.28
H 1.53 -4.59 2.74
H -1.22 -3.75 2.64
H -1.43 -5.92 1.53
H -0.74 -6.19 -0.83
H 0.17 -4.22 -2.06
S -2.34 -0.90 -1.45
S -4.04 0.08 -1.41
S -3.63 2.17 -0.56
S -1.69 2.40 -0.39
O 3.68 0.53 -0.25
C 2.50 0.82 -0.43
O 1.57 0.75 0.41
C 2.14 1.48 -1.79
C 3.09 2.28 -2.40
C 2.80 3.08 -3.50
C 1.50 3.05 -3.95
O 0.91 3.78 -4.98
C -0.47 3.52 -4.83
O -0.65 2.37 -4.06
C 0.55 2.21 -3.38
C 0.85 1.39 -2.33
H 4.09 2.27 -1.98
H 3.54 3.70 -3.97
H -0.93 3.38 -5.82
H -0.95 4.39 -4.34
H 0.10 0.70 -1.89
```

## Properties
HOMO level (alpha / beta): -1.3 / -1.3 eV
Multiplicity: 3
LUMO level (alpha / beta): 4.4977 / 3.8036 eV
Charge: -2
Gap between HOMO and LUMO (alpha / beta): 5.785 / 5.103 eV

Record 3
# C26H26N2O5

One molecule with the formula C26H26N2O5 (ωB97M-V/def2-TZVPD, the Open Molecules 2025 dataset).

Structure (XYZ):
```
59
C26H26N2O5, DFT ωB97M-V/def2-TZVPD
C -6.40 0.57 4.53
C -4.99 0.15 4.18
C -4.36 1.10 3.16
C -4.89 0.85 1.76
O -5.09 -0.23 1.27
O -4.97 2.00 1.08
C -5.13 1.93 -0.34
C -3.74 1.78 -0.98
O -3.23 2.67 -1.61
N -3.18 0.58 -0.70
C -1.85 0.19 -0.81
C -0.86 1.03 -1.32
C 0.46 0.60 -1.35
C 0.80 -0.67 -0.89
C 2.21 -1.16 -0.84
O 2.60 -1.88 0.06
N 2.98 -0.73 -1.88
C 4.33 -0.98 -2.15
C 5.15 -1.71 -1.29
C 6.48 -1.92 -1.60
C 7.02 -1.41 -2.78
O 8.31 -1.57 -3.18
C 9.19 -2.29 -2.36
C 6.19 -0.69 -3.64
C 4.87 -0.47 -3.33
C -0.19 -1.49 -0.37
C -1.50 -1.08 -0.35
C -2.87 0.93 2.92
C -2.15 2.00 2.41
C -0.80 1.86 2.11
C -0.16 0.65 2.32
C -0.88 -0.42 2.82
C -2.23 -0.29 3.11
H -6.84 -0.11 5.25
H -6.41 1.57 4.96
H -7.03 0.58 3.64
H -4.37 0.13 5.08
H -5.01 -0.86 3.75
H -4.57 2.14 3.43
H -5.58 2.87 -0.65
H -5.78 1.08 -0.60
H -3.77 -0.10 -0.22
H -1.12 2.01 -1.68
H 1.21 1.28 -1.72
H 2.51 -0.18 -2.59
H 4.74 -2.11 -0.38
H 7.08 -2.49 -0.91
H 9.30 -1.82 -1.38
H 8.85 -3.33 -2.23
H 10.15 -2.29 -2.87
H 6.62 -0.30 -4.55
H 4.24 0.09 -4.00
H 0.09 -2.46 0.01
H -2.27 -1.72 0.06
H -2.64 2.94 2.24
H -0.26 2.70 1.71
H 0.88 0.54 2.08
H -0.39 -1.37 2.98
H -2.78 -1.14 3.49
```

## Properties
HOMO level: -7.9 eV
LUMO level: 0.6219 eV
Structure (SMILES): CC[C@H](C(=O)OCC(=O)Nc1ccc(C(=O)Nc2ccc(OC)cc2)cc1)c1ccccc1
Charge: 0
Gap between HOMO and LUMO: 8.502 eV

Record 4
# C26H26N3O3S

An isolated ion of composition C26H26N3O3S and charge +1 (ωB97M-V/def2-TZVPD, the Open Molecules 2025 dataset).

Structure (XYZ):
```
59
C26H26N3O3S, DFT ωB97M-V/def2-TZVPD
C -3.19 0.32 -6.24
O -1.97 -0.37 -6.44
C -1.25 -0.75 -5.38
C -0.03 -1.41 -5.68
C 0.81 -1.86 -4.69
C 0.45 -1.66 -3.36
N 1.18 -2.02 -2.26
C 0.61 -1.67 -1.17
N 1.12 -2.01 0.08
C 1.92 -3.23 0.14
C 1.14 -4.43 0.69
N 1.03 -4.35 2.17
C -0.22 -4.93 2.68
C 2.19 -4.95 2.84
C 0.92 -1.27 1.20
O 1.05 -1.79 2.32
C 0.58 0.15 1.06
C 1.18 0.94 0.08
C 0.86 2.28 0.00
C -0.03 2.86 0.89
C -0.42 4.29 0.70
O -0.65 4.71 -0.42
C -0.51 5.13 1.91
C -1.29 6.29 1.85
C -1.39 7.12 2.95
C -0.70 6.81 4.11
C 0.09 5.67 4.17
C 0.18 4.83 3.08
C -0.61 2.07 1.89
C -0.30 0.73 1.98
S -0.97 -0.88 -1.34
C -0.77 -1.00 -3.06
C -1.62 -0.55 -4.05
H -3.03 1.26 -5.71
H -3.91 -0.30 -5.71
H -3.57 0.53 -7.24
H 0.21 -1.55 -6.72
H 1.73 -2.36 -4.92
H 2.23 -3.43 -0.88
H 2.80 -3.03 0.75
H 1.63 -5.36 0.41
H 0.13 -4.43 0.26
H 1.05 -3.26 2.38
H -0.26 -4.82 3.76
H -1.07 -4.41 2.25
H -0.28 -5.99 2.43
H 2.21 -6.03 2.69
H 3.12 -4.53 2.45
H 2.15 -4.75 3.91
H 1.89 0.51 -0.60
H 1.31 2.90 -0.77
H -1.81 6.52 0.93
H -2.00 8.01 2.90
H -0.78 7.46 4.97
H 0.64 5.44 5.07
H 0.82 3.96 3.12
H -1.31 2.51 2.58
H -0.74 0.11 2.75
H -2.53 -0.05 -3.78
```

## Properties
HOMO level: -10.5 eV
LUMO level: -3.1084 eV
Structure (SMILES): COc1ccc2nc(N(CC[NH+](C)C)C(=O)c3ccc(C(=O)c4ccccc4)cc3)sc2c1
Charge: +1
Gap between HOMO and LUMO: 7.349 eV

Computed E (Ha) in order:
-3626.54709; -3182.63793; -1492.14307; -1794.35227